Here is an isolated ion of composition CH6N3OS and charge +1 at a distorted geometry from the OMol25 dataset. Energies are from ωB97M-V with the def2-TZVPD basis set.

```
12
Properties=species:S:1:pos:R:3:mulliken_charge:R:1
C -0.80 -0.29 0.59 0.642
N 1.84 0.32 -1.97 -0.402
H -1.34 -0.32 2.46 0.237
H -0.88 1.25 1.99 0.238
S 0.55 -0.62 -1.71 0.170
H -2.14 -1.66 0.70 0.337
O -1.61 -1.18 0.07 -0.406
N -1.15 0.34 1.72 -0.370
H 0.90 0.64 0.33 0.302
H 2.73 0.20 -1.50 0.280
N 0.15 0.18 -0.17 -0.294
H 1.74 1.14 -2.51 0.266
```

The calculation puts the HOMO energy (spin up / spin down) at -9.6 / -14.7 eV. Its expectation value of S² is 2.006. Its spin multiplicity is 3. The calculation puts the total energy at -18476.2474 eV. Its energy relative to the best compared isomer or geometry (same formula, charge and spin) is 0.7614 eV. The total charge is +1. As for the HOMO-LUMO gap (spin up / spin down): 0.2218 / 0.2920 Eh.

---

Here is a 2-piece molecular cluster, C8H17IN4 overall at a distorted geometry from the OMol25 dataset. Energies are from ωB97M-V with the def2-TZVPD basis set.

```
30
Properties=species:S:1:pos:R:3:mulliken_charge:R:1
H 3.80 -1.85 -1.31 0.359
H -1.45 2.40 -2.91 0.345
C 2.39 -0.47 -0.43 -0.052
C -2.54 0.73 2.52 -0.845
H 2.06 0.97 1.17 0.434
H -2.04 1.61 -0.09 0.193
H -1.83 1.43 3.00 0.340
I -3.49 -1.17 0.29 0.187
C 2.02 -2.78 -0.43 -0.631
N -0.65 0.61 -2.00 -0.249
N 3.13 -1.82 -0.53 -0.103
C 2.61 0.15 0.96 -1.413
H 2.21 -0.59 1.74 0.407
C -1.73 1.53 -2.13 -0.507
H -1.53 3.06 -0.49 0.462
H 2.79 0.20 -1.31 0.366
H -1.23 -0.18 1.20 0.349
H -3.58 1.12 2.57 0.329
N -2.06 2.24 -0.87 -0.134
H 2.35 -3.79 -0.11 0.421
N -2.10 0.41 1.13 -0.820
H -0.19 -2.64 -0.46 0.372
C 0.94 -0.80 -0.75 -0.278
H 3.70 0.28 1.24 0.350
H 3.73 -1.83 0.30 0.389
C 0.02 -0.10 -1.33 0.859
H -3.04 2.68 -0.85 0.451
H -2.61 1.00 -2.63 0.384
H -2.48 -0.22 3.14 0.324
C 0.81 -2.19 -0.62 -0.287
```

The calculation puts the HOMO energy at -15.2 eV. The calculation puts the total energy at -22613.0475 eV. Its energy relative to the best compared isomer or geometry (same formula, charge and spin) is 2.9671 eV. The total charge is +2. As for the HOMO-LUMO gap: 0.2980 Eh.

---

Here is a 2-piece molecular cluster, C3H6N2O overall at a distorted geometry from the OMol25 dataset. Energies are from ωB97M-V with the def2-TZVPD basis set.

```
12
Properties=species:S:1:pos:R:3:mulliken_charge:R:1
N 1.33 0.43 -0.82 -0.625
H 0.78 1.20 -0.46 0.268
H -2.59 0.32 1.50 0.322
N -1.90 -0.88 -1.43 -0.307
H 0.80 0.03 -1.59 0.267
H 2.13 -0.12 1.03 0.286
C -1.87 0.63 0.73 0.083
H 0.63 -1.01 0.66 0.204
C -1.87 -0.21 -0.49 0.259
H 2.14 -1.39 -0.19 0.300
C 1.55 -0.57 0.22 -0.675
O -1.13 1.58 0.85 -0.382
```

The SMILES is N#CC=O.CN. The calculation puts the HOMO energy at -9.2 eV. The calculation puts the total energy at -8234.3209 eV. Its energy relative to the best compared isomer or geometry (same formula, charge and spin) is 2.3778 eV. The total charge is 0. As for the HOMO-LUMO gap: 0.2976 Eh.

---

Here is C39H41N6O4Ti as an isolated structure at a distorted geometry from the OMol25 dataset. Energies are from ωB97M-V with the def2-TZVPD basis set.

```
91
Properties=species:S:1:pos:R:3:mulliken_charge:R:1
C 3.64 0.10 -0.33 -0.498
H -1.68 2.11 3.67 0.369
C 2.92 -5.62 -0.34 -0.939
C -4.77 4.91 1.16 -0.308
C -0.08 0.71 3.17 0.445
C 3.53 -1.03 0.50 0.208
H -4.64 -2.19 0.01 0.472
H 3.36 -6.51 0.13 0.376
O 1.70 4.16 -3.66 -0.524
C -3.79 4.58 0.26 -0.901
H 1.49 1.81 -1.91 -0.112
N 0.20 2.03 -3.96 -0.762
C 2.60 -5.64 -1.69 -0.511
C -4.36 -2.27 2.07 -0.526
H 4.76 1.77 -1.02 0.244
N -2.27 -1.40 -3.37 0.224
H 0.93 -2.89 1.73 0.734
C -4.19 -1.65 0.83 -1.279
H 6.54 1.46 0.81 0.383
C 0.24 0.64 4.51 -0.771
O 1.33 -1.16 -0.19 -0.056
H 4.56 5.06 -3.39 0.303
Ti 0.09 0.19 -0.11 -0.010
C -1.09 1.75 2.79 -1.779
C 1.87 -3.32 -1.56 -0.454
H 6.33 -0.61 2.36 0.369
H -3.98 -2.64 -3.05 0.429
C 2.79 -4.42 0.42 -0.336
C 4.46 -1.29 1.49 -0.018
C 3.64 5.30 -2.89 -0.967
C -3.78 -1.75 3.20 -0.687
C 2.27 -1.93 0.49 2.227
H 3.19 -4.30 1.37 0.503
O -1.31 1.33 0.48 -0.441
C -2.88 0.08 1.91 -0.071
C -3.12 2.70 1.58 -0.342
H -4.82 -3.22 2.27 0.396
C 1.38 -1.10 2.73 -0.362
O 3.24 2.86 -2.73 -0.679
N -0.82 -1.25 -1.60 0.429
H 3.09 6.12 -3.51 0.249
N 0.58 1.35 -1.75 0.197
H -0.51 2.65 2.43 0.534
H 1.73 -0.09 5.83 0.584
C -2.96 -2.54 -2.73 -0.974
H -3.75 -2.27 4.19 0.320
C 2.35 -3.30 -0.20 0.016
H -3.69 5.17 -0.63 0.431
H 4.46 -2.23 2.11 0.178
H 2.74 -1.64 4.32 0.483
H -3.37 -0.32 -4.85 0.308
C -2.12 1.43 1.70 2.163
H -3.04 -2.28 -1.63 0.106
H -5.75 4.42 3.05 0.328
N -1.34 0.69 -2.88 0.079
H -2.50 -3.53 -2.88 0.308
H 1.24 3.23 -3.76 0.405
C -3.01 -0.59 3.13 -0.093
C 5.70 0.75 0.77 -0.615
H -5.38 5.83 0.92 0.282
N 0.53 -0.15 2.28 0.906
H 2.68 -6.58 -2.29 0.335
C -0.10 1.34 -2.89 0.260
H -1.69 -0.74 -5.24 0.389
H -2.50 -0.28 4.08 0.203
H 1.60 -4.62 -3.26 0.358
C 4.71 0.93 -0.22 -0.475
H 2.58 -2.80 2.30 0.618
C 2.85 3.99 -3.02 0.824
H -0.26 1.67 -4.79 0.079
H -0.79 -2.25 -1.40 0.065
C 1.76 -2.23 1.86 -1.529
H 3.84 5.54 -1.85 0.267
H -2.97 -1.94 -5.30 0.397
C -2.95 3.49 0.44 -0.223
H 1.41 -2.54 -2.11 0.448
H -4.30 2.41 3.37 0.399
C -4.97 4.13 2.30 -1.027
H -0.19 1.30 5.23 0.462
H -1.92 1.08 -3.60 0.382
C 1.34 -0.15 4.90 -1.098
C -1.43 -0.70 -2.61 0.001
H -3.26 -0.13 -0.24 0.676
C -2.59 -1.10 -4.76 -1.179
H -2.31 3.26 -0.37 0.512
C 5.57 -0.36 1.61 -0.780
C 2.04 -4.51 -2.27 -0.965
C -4.10 3.04 2.51 -0.135
H 2.94 0.21 -1.17 0.455
C -3.43 -0.50 0.76 0.130
C 1.95 -0.99 3.98 -0.822
```

The calculation puts the HOMO energy (spin up / spin down) at -7.1 / -8.2 eV. Its expectation value of S² is 0.752. Its spin multiplicity is 2. The calculation puts the total energy at -81356.7781 eV. The total charge is 0. As for the HOMO-LUMO gap (spin up / spin down): 0.2737 / 0.3123 Eh.

---

Here is C25H35AuIN8OS2 as an isolated structure at a distorted geometry from the OMol25 dataset. Energies are from ωB97M-V with the def2-TZVPD basis set.

```
73
Properties=species:S:1:pos:R:3:mulliken_charge:R:1
C 0.59 -3.45 3.98 -0.317
C 4.32 -3.58 -4.35 -0.947
N -2.12 -1.94 -0.19 -0.411
I -1.58 2.25 -1.82 0.184
N 1.24 1.21 -1.52 -0.472
H -2.94 -2.51 -0.18 0.344
C 6.15 -1.71 -1.36 -0.780
S -1.24 -3.66 1.83 -0.125
H -2.39 -0.96 -0.24 0.026
C 0.52 2.15 -2.16 0.399
C 1.71 -2.54 4.59 -1.062
C 4.94 -2.93 0.43 -1.102
C -5.32 0.64 0.05 -0.936
C -6.06 1.72 -0.39 0.806
H -2.62 5.58 4.78 0.378
H 6.78 -4.44 -3.99 0.385
C -4.91 4.03 2.82 -0.096
H 4.20 -4.58 -4.79 0.367
N -0.05 -1.62 0.94 0.004
H -5.48 -0.40 -0.25 0.378
H -8.06 2.20 -1.19 0.417
C -7.13 1.72 -1.50 -1.552
C -1.22 -2.30 0.78 0.612
C 6.14 -4.68 -3.13 -0.953
S 2.82 -3.58 -1.65 0.100
H 6.74 -4.58 -2.21 0.336
H 3.30 -3.20 -4.16 0.382
H -6.70 4.13 -0.99 0.409
H 6.83 -1.54 -0.51 0.398
C 2.50 2.98 -3.21 -0.375
H 4.31 1.89 -2.70 0.327
C 2.53 1.04 -1.86 0.381
H 4.42 -1.99 0.77 0.371
H 0.85 -4.51 3.84 0.352
H -1.97 2.54 1.84 0.435
H 3.07 3.73 -3.79 0.407
N 5.28 -2.83 -0.98 0.186
H -4.95 4.67 -0.72 0.309
H 4.22 -3.74 0.64 0.418
C -3.05 4.84 4.09 -0.295
H -1.06 4.04 3.72 0.430
H -0.25 -3.41 4.69 0.314
N -4.40 2.50 0.96 0.671
Au 0.61 -0.16 -0.21 0.264
H -6.67 2.19 -2.38 0.415
C 4.43 -3.37 -1.90 0.228
C 1.12 2.98 -3.10 -0.542
H 5.76 -5.69 -3.23 0.362
H 4.85 -2.95 -5.10 0.291
H -7.38 0.68 -1.74 0.383
H 0.47 3.74 -3.57 0.357
C 3.21 1.97 -2.56 -0.470
C -2.11 4.01 3.45 -0.702
O -3.26 0.45 1.30 -0.558
C -3.96 3.25 2.06 0.329
C -4.22 1.08 0.83 0.499
N 0.66 -1.92 2.07 -0.305
C -2.61 3.17 2.44 -0.185
H 1.96 -2.75 5.64 0.377
H 5.85 -3.02 1.05 0.316
C -5.85 4.21 -0.24 -0.940
H 3.01 0.18 -1.42 0.080
H -5.10 5.55 4.28 0.431
H 1.35 -1.48 4.60 0.292
H 5.55 -0.77 -1.54 0.137
C -4.42 4.87 3.78 -0.882
N -5.59 2.84 0.25 -0.119
C 0.11 -2.94 2.68 0.176
H -6.16 4.85 0.57 0.343
H 2.62 -2.56 3.96 0.185
H 6.73 -1.92 -2.27 0.317
N 5.05 -3.70 -3.13 0.173
H -5.97 4.00 2.53 0.648
```

The calculation puts the HOMO energy (spin up / spin down) at -15.9 / -15.9 eV. Its expectation value of S² is 2.050. Its spin multiplicity is 3. The calculation puts the total energy at -73896.6968 eV. Its energy relative to the best compared isomer or geometry (same formula, charge and spin) is 0.3553 eV. The total charge is +3. As for the HOMO-LUMO gap (spin up / spin down): 0.3126 / 0.1911 Eh.

---

Here is C11H18Cl2O4Os as an isolated structure at a distorted geometry from the OMol25 dataset. Energies are from ωB97M-V with the def2-TZVPD basis set.

```
36
Properties=species:S:1:pos:R:3:mulliken_charge:R:1
C -2.06 1.40 -0.77 -1.743
H 0.42 -3.34 -2.36 0.339
C 0.59 -2.92 -1.36 -1.831
C 2.69 -0.51 -1.56 -1.648
C -0.92 0.49 -1.03 0.090
O -1.95 -2.79 2.85 -1.172
H -2.84 0.92 -0.18 0.499
H 1.06 2.32 3.49 -0.104
C 1.24 -0.36 -1.36 0.606
C -2.18 -1.80 -0.74 -1.595
H 1.95 2.34 -0.92 0.397
C 0.93 2.25 -1.32 -1.316
O -0.91 2.46 3.43 -0.680
H 3.22 0.32 -1.08 0.301
H -2.50 1.70 -1.73 0.290
H -0.06 -3.50 -0.69 0.380
Cl 2.14 1.59 1.63 -0.409
C 0.15 2.79 3.99 0.477
H -2.46 -2.38 -1.62 0.338
H 0.93 2.66 -2.33 0.340
H 2.97 -0.51 -2.61 0.300
C 0.43 0.87 -1.42 0.089
H -0.97 1.09 2.40 0.350
Cl 1.50 -1.67 1.59 -0.488
H 1.61 -3.19 -1.08 0.364
C -0.98 -0.96 -0.99 1.172
H -1.72 2.29 -0.25 0.292
H -3.02 -1.17 -0.47 0.302
H 0.27 2.87 -0.71 0.281
Os 0.76 0.40 0.60 1.512
O 0.50 3.51 4.94 -0.679
H -1.24 -2.12 2.31 0.207
H 3.06 -1.44 -1.13 0.340
C 0.29 -1.46 -1.28 0.658
O -0.87 0.34 1.71 -0.560
H -2.03 -2.49 0.08 0.304
```

The calculation puts the HOMO energy (spin up / spin down) at 0.4 / 0.4 eV. Its expectation value of S² is 6.036. Its spin multiplicity is 5. The calculation puts the total energy at -47397.1269 eV. Its energy relative to the best compared isomer or geometry (same formula, charge and spin) is 2.7196 eV. The total charge is -2. As for the HOMO-LUMO gap (spin up / spin down): 0.1421 / 0.1406 Eh.